DFT (the ωB97M-V functional and the def2-TZVPD basis) results for a molecular structure, C23H43ErN2O2P3 in a non-equilibrium geometry.

```
74
Properties=species:S:1:pos:R:3
Er 1.0869 -0.4542 0.3333
P -1.5646 1.0356 1.1837
P 0.3323 -1.4911 2.9445
P -0.8569 0.6485 -2.5808
H 1.7517 -3.2670 1.1449
C 2.1823 -2.5012 0.4735
C 2.9858 -1.4328 0.9422
H 3.1376 -1.2148 1.9994
C -3.2853 0.4129 0.9875
C -1.7334 1.8109 2.8545
C -1.6552 2.6277 0.2500
C 1.1970 -2.8869 3.7333
C 0.7045 -0.2425 4.2310
C -1.4197 -1.9278 3.2985
C -0.1919 -0.1346 -4.0773
C -1.2189 2.3236 -3.2385
C -2.5533 -0.0698 -2.5810
H 2.3227 -2.8581 -0.5543
H 3.4453 -0.7868 0.1790
H -3.9336 0.8260 1.7738
H -3.2807 -0.6811 1.0687
H -3.6964 0.6890 0.0093
H -2.5753 2.5267 2.8577
H -0.8155 2.3677 3.0910
H -1.9208 1.0602 3.6331
H -2.4979 3.2243 0.6207
H -1.7867 2.4443 -0.8215
H -0.7298 3.1964 0.3926
H 0.7800 -3.0918 4.7459
H 2.2811 -2.7056 3.8671
H 1.0470 -3.7679 3.0828
H 0.5858 -0.6674 5.2412
H 0.0190 0.6049 4.0952
H 1.7477 0.1017 4.1433
H -1.4727 -2.7206 4.0590
H -1.8923 -2.2885 2.3731
H -1.9853 -1.0678 3.6756
H -0.3018 0.5514 -4.9415
H -0.7091 -1.0884 -4.3141
H 0.8910 -0.3344 -3.9484
H -1.0529 2.3274 -4.3209
H -0.5366 3.0418 -2.7665
H -2.2589 2.6108 -3.0471
H -2.8297 -0.3266 -3.6081
H -3.2910 0.6421 -2.1936
H -2.5565 -0.9828 -1.9757
C -0.2940 -3.2413 -1.9545
C -1.2419 -4.2578 -1.7446
C -1.3296 -5.3883 -2.5648
C -0.4194 -5.5450 -3.6367
C 0.5171 -4.5297 -3.8302
C 0.6336 -3.4040 -2.9950
O -0.4286 -2.1172 -1.1861
H -1.5565 -2.0990 -0.3671
H -1.9389 -4.0608 -0.9293
H -2.0860 -6.1371 -2.3421
H -0.4520 -6.4258 -4.2682
H 1.2178 -4.6471 -4.6924
H 1.4006 -2.6719 -3.2793
N 2.5804 6.2595 1.2522
C 2.7265 5.5651 0.0725
O 3.1343 6.0484 -0.9494
C 2.3793 4.1244 0.1469
C 2.1470 3.4760 1.3926
C 1.8219 2.1200 1.4082
N 1.7858 1.4494 0.2173
C 1.9907 2.0628 -1.0014
C 2.3168 3.3989 -1.0235
H 2.7323 7.2814 1.1333
H 2.0148 5.9693 2.0030
H 2.2675 3.9479 2.3704
H 1.6700 1.5294 2.3127
H 1.9434 1.4033 -1.8841
H 2.5722 3.8058 -1.9767
```

Properties
- Orbital gap (alpha / beta): 5.078 / 5.185 eV
- E: -3200.24158 hartree
- Net charge: +3
- 2S+1: 4
- E_HOMO (alpha / beta): -16.3 / -16.3 eV